[1]
C36H56N12OS2W | wB97M-V/def2-TZVPD

The geometry in XYZ format:
```
108
C36H56N12OS2W wB97M-V/def2-TZVPD
W -0.6775 0.2323 -0.1916
C -5.9342 2.2525 -0.3134
N -4.4975 1.9210 -0.2264
C -4.2011 0.9159 0.7872
C -3.6289 2.2587 -1.1804
S -2.2549 1.2474 -1.6874
N -3.8098 3.3679 -1.9049
C -4.4545 4.5756 -1.3636
C -3.2087 3.5469 -3.2373
H -6.4880 1.3446 -0.0791
H -6.1878 2.5565 -1.3227
H -6.2214 3.0270 0.3953
H -4.6823 1.2131 1.7179
H -3.1374 0.8545 0.9565
H -4.5972 -0.0558 0.4814
H -4.5371 4.5077 -0.2849
H -5.4368 4.7473 -1.8004
H -3.8165 5.4235 -1.6093
H -3.3193 2.6474 -3.8338
H -2.1508 3.8020 -3.1662
H -3.7432 4.3565 -3.7294
N 2.4618 -6.1292 -0.7944
C 2.4862 -7.4475 -0.3983
C 2.9648 -8.6032 -1.0186
C 2.8169 -9.7713 -0.3106
C 2.2181 -9.8048 0.9709
C 1.7529 -8.6663 1.5773
C 1.8937 -7.4594 0.8745
N 1.5335 -6.1835 1.2385
C 1.8862 -5.4223 0.2302
C 1.6103 -4.0012 0.2161
C 1.7637 -3.1798 -0.9070
C 1.3360 -1.8755 -0.8468
N 0.7583 -1.3420 0.2500
C 0.6920 -2.1088 1.3657
C 1.1086 -3.4101 1.3896
H 2.8578 -5.7679 -1.6447
H 3.4249 -8.5870 -1.9983
H 3.1711 -10.6983 -0.7423
H 2.1354 -10.7572 1.4781
H 1.3030 -8.6866 2.5619
H 2.1701 -3.5486 -1.8393
H 1.3988 -1.2327 -1.7138
H 0.2636 -1.6370 2.2391
H 1.0285 -4.0034 2.2903
O 0.9124 1.2611 -1.0842
N 2.2265 1.3942 -0.8272
C 2.9759 1.8224 -1.8631
C 4.3335 1.9852 -1.7135
C 4.9289 1.6993 -0.4931
C 4.1347 1.2647 0.5547
C 2.7746 1.1225 0.3720
H 2.4199 2.0085 -2.7694
H 4.9123 2.3284 -2.5601
H 5.9977 1.8085 -0.3630
H 4.5567 1.0295 1.5223
H 2.0917 0.7947 1.1330
C 3.1295 6.9397 1.7353
C 3.8358 5.8411 2.5239
C 3.1491 4.4822 2.3999
C 1.7906 4.4547 3.0946
N 1.0146 3.2436 2.7971
C 0.2924 3.0622 1.7012
S -0.6578 1.5548 1.7131
N 0.3134 3.9648 0.7434
C -0.6521 4.1170 -0.3591
C -0.2735 5.3454 -1.1714
C 1.0104 5.1609 -1.9831
C 0.8057 4.2940 -3.2209
H 3.7083 7.8627 1.7451
H 2.1458 7.1875 2.1439
H 3.0050 6.6523 0.6840
H 3.9085 6.1194 3.5789
H 4.8635 5.7434 2.1714
H 3.7716 3.6923 2.8281
H 3.0307 4.2395 1.3349
H 1.1784 5.3183 2.8228
H 1.9111 4.5015 4.1756
H 0.9915 2.4957 3.4735
H 0.9303 4.7562 0.8859
H -1.6521 4.2166 0.0701
H -0.6287 3.2240 -0.9717
H -0.1990 6.2120 -0.5057
H -1.1004 5.5713 -1.8498
H 1.7941 4.7253 -1.3481
H 1.3867 6.1405 -2.2782
H 0.4094 3.3038 -2.9678
H 1.7406 4.1512 -3.7665
H 0.1061 4.7660 -3.9143
C -1.9718 -5.3883 1.8417
C -2.5799 -5.7285 0.4855
C -1.5068 -6.0167 -0.5584
C -3.5738 -4.6571 0.0376
N -2.9334 -3.3241 -0.0907
C -2.8096 -2.3443 0.8054
N -2.0735 -1.4100 0.2504
N -1.7638 -1.8476 -0.9838
N -2.2695 -2.9954 -1.2067
H -1.3470 -6.2076 2.1957
H -2.7362 -5.1993 2.6014
H -1.3172 -4.5118 1.7728
H -3.1987 -6.6225 0.6044
H -0.8450 -5.1555 -0.7004
H -1.9373 -6.2752 -1.5280
H -0.8874 -6.8511 -0.2260
H -4.3732 -4.5372 0.7676
H -4.0141 -4.8608 -0.9354
H -3.2369 -2.3443 1.7967
```

The calculation puts the HOMO-LUMO gap (alpha / beta) at 0.2115 / 0.2222 Eh. As for the spin multiplicity: 2. As for the highest occupied orbital energy (alpha / beta): -0.522 / -0.522 Ha. As for the charge: +3. For the LUMO energy (alpha / beta), the calculation gives -8.46 / -8.17 eV.

=====

[2]
C36H57BaBrN4O8P2 | wB97M-V/def2-TZVPD

The geometry in XYZ format:
```
109
C36H57BaBrN4O8P2 wB97M-V/def2-TZVPD
Ba -0.7469 -0.0691 -0.2945
C 1.5622 -1.0878 1.8796
C 1.9452 0.2281 1.6347
C 2.5945 0.5611 0.4492
C 2.8820 -0.4354 -0.4769
C 2.4980 -1.7490 -0.2366
C 1.8316 -2.0739 0.9378
H 1.0565 -1.3407 2.8028
H 1.7518 0.9929 2.3752
H 2.8756 1.5807 0.2273
H 3.4088 -0.1803 -1.3880
H 2.7373 -2.5255 -0.9530
H 1.5480 -3.0997 1.1253
C -0.5304 2.7926 2.2651
O -0.2258 2.5541 0.8851
C 0.0167 3.6543 0.0979
C -0.2660 4.9487 0.4902
C -0.0036 6.0006 -0.3795
Br -0.4027 7.7616 0.1662
C 0.5329 5.7740 -1.6256
C 0.8249 4.4691 -2.0276
C 0.5689 3.4003 -1.1648
O 0.8278 2.1175 -1.5144
C 1.4017 4.1722 -3.3392
N 1.6473 2.9460 -3.7531
C 2.1908 3.0658 -5.0237
C 2.6433 2.0932 -5.9138
C 3.1342 2.5196 -7.1302
C 3.1817 3.8829 -7.4658
C 2.7406 4.8577 -6.5935
C 2.2467 4.4188 -5.3709
N 1.7338 5.0955 -4.2770
H 0.2310 3.4303 2.7149
H -0.5443 1.8173 2.7440
H -1.5096 3.2613 2.3740
H -0.6921 5.1609 1.4594
H 0.7195 6.6149 -2.2795
H 1.2155 2.1430 -2.4525
H 2.6169 1.0426 -5.6538
H 3.4960 1.7927 -7.8449
H 3.5761 4.1746 -8.4295
H 2.7814 5.9073 -6.8522
H 1.6603 6.0931 -4.1833
N 0.3513 -1.0739 -2.9273
C -0.0787 -0.4486 -4.1932
C -1.5373 0.0148 -4.2235
C -1.8500 1.4210 -3.6950
N -2.2860 1.4550 -2.2805
H 1.3548 -1.2151 -2.9333
H -0.0625 -1.9974 -2.8220
H 0.0703 -1.1346 -5.0313
H 0.5659 0.4146 -4.3736
H -2.1900 -0.7293 -3.7487
H -1.8223 0.0162 -5.2772
H -2.6221 1.8560 -4.3339
H -0.9664 2.0552 -3.7908
H -3.1784 0.9772 -2.1924
H -2.4577 2.4174 -2.0047
C -5.2047 -2.0467 4.6131
C -4.2070 -0.9195 4.4787
C -2.8211 -1.2629 4.9796
O -4.1703 -0.4662 3.0682
P -3.2255 -0.8502 1.9021
O -1.7779 -0.5504 2.0270
C -3.5120 -2.5987 1.4852
P -2.2707 -3.2885 0.3453
O -1.9948 -2.3197 -0.7447
O -2.8032 -4.6898 -0.0892
C -3.8634 -4.8491 -1.1038
C -3.2090 -5.2936 -2.3915
C -4.8570 -5.8427 -0.5507
O -0.9740 -3.5734 1.1623
C -0.5897 -4.6984 2.0310
C -1.7161 -5.1468 2.9405
C -0.0471 -5.8192 1.1703
O -3.7433 -0.0053 0.6700
C -5.1786 0.0150 0.3209
C -5.6634 1.4382 0.4555
C -5.3508 -0.5600 -1.0679
H -5.3936 -2.2275 5.6712
H -4.8276 -2.9753 4.1811
H -6.1521 -1.7866 4.1421
H -4.5819 -0.0357 4.9899
H -2.4134 -2.1289 4.4517
H -2.8783 -1.5132 6.0384
H -2.1368 -0.4245 4.8588
H -4.5039 -2.7002 1.0333
H -3.5271 -3.1977 2.3964
H -4.3360 -3.8722 -1.2462
H -2.7046 -6.2488 -2.2426
H -2.4839 -4.5538 -2.7307
H -3.9651 -5.4205 -3.1661
H -4.3680 -6.8025 -0.3815
H -5.6670 -5.9900 -1.2646
H -5.2866 -5.4954 0.3897
H 0.2080 -4.2670 2.6351
H -2.5621 -5.5172 2.3596
H -2.0401 -4.3458 3.6070
H -1.3587 -5.9637 3.5663
H -0.8477 -6.2685 0.5830
H 0.3918 -6.5883 1.8054
H 0.7248 -5.4538 0.4925
H -5.7021 -0.6142 1.0444
H -5.1195 2.0909 -0.2302
H -5.5238 1.7996 1.4737
H -6.7239 1.4924 0.2101
H -4.9903 0.1322 -1.8301
H -6.4102 -0.7278 -1.2630
H -4.8203 -1.5072 -1.1755
```

The calculation puts the HOMO-LUMO gap at 0.3100 Eh. As for the highest occupied orbital energy: -0.453 Ha. As for the charge: +2. For the LUMO energy, the calculation gives -3.90 eV. The relative energy (zero: lowest compared OMol25 entry of this formula, charge and spin) comes out at 7.9 kcal/mol.

=====

Calculated total energy for the records above, in order: -81642.12999 -149910.38414 eV